Record 1
One molecule with the formula C6H13N at a distorted geometry. Source: the Open Molecules 2025 dataset; level of theory: ωB97M-V/def2-TZVPD.

Computed properties:
HOMO energy ... -8.9279 eV
SMILES string ... C=C(C)CCCN
Total energy ... -291.06894 hartree
Gap between HOMO and LUMO ... 9.96 eV

Each line ends with the Mulliken charge.
Element x y z (Å)
C 0.515 -0.798 1.999  -0.726
C 0.875 0.117 0.838  -0.489
C 0.664 -0.320 -0.654  -0.620
C 0.623 1.230 -2.493  -0.995
C -0.145 0.576 -1.546  0.636
C -1.511 1.041 -1.120  -1.092
N -0.773 -1.556 1.850  -0.485
H 0.459 -0.365 2.968  0.441
H 1.228 -1.680 2.081  0.303
H 1.908 0.435 1.151  0.316
H 0.266 1.075 0.907  0.237
H 1.713 -0.467 -0.874  0.285
H 0.279 -1.447 -0.586  0.287
H 1.346 0.483 -2.850  0.300
H 0.157 1.823 -3.282  0.294
H -1.744 0.465 -0.202  0.249
H -1.568 2.150 -0.733  0.266
H -2.161 0.802 -1.963  0.386
H -1.432 -1.037 2.414  0.215
H -0.699 -2.528 2.093  0.193

Forces on atoms 1 to 6 (eV/Å):
-0.5 -3.9 -1.1
-1.1 2.5 0.9
0.2 -4.0 2.3
-2.1 -3.2 -0.4
2.7 3.0 -0.1
0.4 0.7 1.7

***

Record 2
C26H37HfN6O5SSe2 as an isolated structure at a distorted geometry. Source: the Open Molecules 2025 dataset; level of theory: ωB97M-V/def2-TZVPD.

Computed properties:
HOMO energy ... -9.6590 eV
Total charge ... +1
Total energy ... -6966.70299 hartree
Gap between HOMO and LUMO ... 6.94 eV

Each line ends with the Mulliken charge.
Element x y z (Å)
Hf -0.293 -0.065 -0.093  1.220
C 2.467 -2.336 -3.018  -0.865
N 2.452 -1.014 -3.617  0.174
C 3.002 -0.903 -4.948  -1.039
C 1.903 0.005 -2.965  0.601
O 1.359 -0.127 -1.859  0.566
C 1.956 1.389 -3.630  -1.426
O 1.471 2.418 -2.788  -0.272
C 2.359 2.935 -1.821  -1.207
C 2.122 2.357 -0.423  0.570
O 1.062 1.761 -0.159  -0.809
N 3.073 2.561 0.484  0.292
C 2.971 1.970 1.805  -0.774
C 4.217 3.418 0.257  -1.096
H 1.733 -2.981 -3.507  0.371
H 2.221 -2.252 -1.960  -0.104
H 3.465 -2.764 -3.117  0.483
H 3.213 -1.902 -5.322  0.451
H 3.934 -0.337 -4.944  0.284
H 2.297 -0.423 -5.625  0.344
H 1.287 1.398 -4.498  0.448
H 2.973 1.620 -3.971  0.573
H 2.170 4.017 -1.787  0.338
H 3.398 2.776 -2.127  0.543
H 2.216 1.183 1.795  -0.106
H 2.695 2.729 2.539  0.395
H 3.932 1.535 2.074  0.504
H 4.937 2.965 -0.430  0.316
H 4.713 3.583 1.210  0.436
H 3.908 4.387 -0.138  0.363
N 0.986 -4.052 0.395  -0.362
C 0.676 -2.810 0.797  0.255
S 1.844 -1.535 0.570  -0.534
N -0.428 -2.605 1.454  -1.055
N -0.666 -1.310 1.769  1.324
C -0.950 -0.964 2.989  0.290
C -1.108 -1.920 4.091  -0.244
C -0.436 -1.726 5.299  -0.210
C -0.523 -2.675 6.301  -0.835
C -1.289 -3.815 6.117  -0.425
C -1.985 -3.996 4.933  -0.743
C -1.891 -3.061 3.920  -0.221
C -0.969 0.481 3.210  0.500
C -1.606 1.051 4.309  -1.015
C -1.561 2.422 4.473  -0.667
C -0.887 3.181 3.526  -1.136
C -0.304 2.534 2.450  -0.264
N -0.325 1.216 2.281  0.414
H 1.809 -4.194 -0.162  0.237
H 0.259 -4.749 0.412  0.255
H 0.178 -0.848 5.439  0.517
H 0.010 -2.527 7.227  0.409
H -1.346 -4.560 6.896  0.416
H -2.601 -4.872 4.794  0.404
H -2.431 -3.195 2.995  0.475
H -2.131 0.416 5.003  0.631
H -2.049 2.892 5.312  0.462
H -0.825 4.254 3.612  0.479
H 0.193 3.097 1.670  0.601
O -4.090 0.103 -4.718  -0.525
C -4.441 0.289 -3.367  -1.427
C -3.189 0.116 -2.473  1.842
C -2.209 1.223 -2.885  -1.685
O -0.927 1.007 -2.292  0.205
C -3.644 0.260 -1.014  -1.369
Se -2.474 1.311 0.212  -0.309
C -2.626 -1.269 -2.783  -1.292
Se -1.225 -1.995 -1.552  -0.351
H -4.892 0.115 -5.252  0.350
H -5.199 -0.441 -3.056  0.499
H -4.846 1.299 -3.212  0.439
H -2.616 2.189 -2.556  0.458
H -2.123 1.221 -3.979  0.628
H -0.352 1.755 -2.531  0.050
H -3.769 -0.720 -0.547  0.335
H -4.599 0.788 -0.970  0.545
H -2.202 -1.279 -3.786  0.506
H -3.427 -2.010 -2.736  0.571

Forces on atoms 1 to 6 (eV/Å):
1.3 1.0 -1.0
-0.1 -0.3 0.4
0.0 -0.1 0.1
0.1 0.3 -0.3
-0.6 0.2 0.7
0.6 0.2 -0.7

***

Record 3
C28H23AuN6O2PS3 as an isolated structure. Source: the Open Molecules 2025 dataset; level of theory: ωB97M-V/def2-TZVPD.

Computed properties:
HOMO energy ... -10.3498 eV
Total charge ... +1
Total energy ... -3231.27227 hartree
Gap between HOMO and LUMO ... 6.33 eV

Each line ends with the Mulliken charge.
Element x y z (Å)
Au 1.119 -0.526 -0.749  0.926
N -2.894 -0.221 5.767  -0.483
C -1.825 -0.509 4.969  1.168
C -1.195 0.499 4.228  -0.857
C -0.123 0.201 3.415  -0.285
C 0.339 -1.109 3.317  -0.503
C -0.266 -2.118 4.066  -0.374
C -1.339 -1.821 4.877  -0.851
S 1.698 -1.472 2.294  1.490
O 2.391 -0.227 2.041  -0.817
O 2.397 -2.604 2.810  -0.718
N 1.157 -1.861 0.783  -0.332
C 0.455 -3.028 0.448  0.525
N 0.113 -3.904 1.380  -0.379
C -0.549 -4.971 0.934  -0.150
C -0.876 -5.158 -0.397  -0.683
C -0.473 -4.170 -1.276  -0.197
N 0.198 -3.097 -0.863  -0.223
H -3.161 0.731 5.934  0.196
H -3.264 -0.917 6.387  0.199
H -1.541 1.522 4.314  0.315
H 0.387 0.985 2.872  0.486
H 0.122 -3.124 4.013  0.516
H -1.802 -2.603 5.466  0.306
H -0.832 -5.700 1.684  0.446
H -1.417 -6.032 -0.728  0.395
H -0.685 -4.231 -2.337  0.442
N 7.989 -2.299 -2.832  -0.382
C 6.926 -2.023 -2.503  -0.297
C 5.590 -1.671 -2.096  0.796
C 5.343 -1.220 -0.807  -0.790
C 4.050 -0.892 -0.450  -0.238
N 3.043 -0.995 -1.328  -0.081
C 3.272 -1.438 -2.574  -0.111
C 4.535 -1.786 -2.996  -0.686
H 6.139 -1.128 -0.083  0.513
H 3.794 -0.555 0.548  0.725
H 2.416 -1.512 -3.229  0.491
H 4.694 -2.142 -4.003  0.491
S 0.828 1.016 -2.479  -0.523
P -0.866 1.587 -1.478  0.719
S -0.958 0.104 -0.077  -0.279
C -0.693 3.200 -0.733  0.573
C -0.080 3.338 0.512  0.016
C 0.109 4.600 1.047  -0.687
C -0.312 5.721 0.345  -0.428
C -0.922 5.587 -0.895  -0.736
C -1.119 4.328 -1.437  -0.462
C -2.298 1.634 -2.540  0.409
C -3.561 1.666 -1.948  -0.166
C -4.687 1.753 -2.748  -0.750
C -4.553 1.813 -4.130  -0.407
C -3.298 1.782 -4.718  -0.749
C -2.164 1.686 -3.923  -0.185
H 0.249 2.461 1.056  0.116
H 0.585 4.711 2.012  0.443
H -0.167 6.706 0.768  0.399
H -1.251 6.463 -1.436  0.409
H -1.607 4.228 -2.398  0.378
H -3.671 1.623 -0.871  0.389
H -5.669 1.772 -2.297  0.404
H -5.436 1.881 -4.752  0.400
H -3.199 1.824 -5.794  0.419
H -1.185 1.643 -4.383  0.306

Forces on atoms 1 to 6 (eV/Å):
0.2 0.3 0.1
-0.1 0.0 -0.1
0.0 0.0 0.1
0.0 0.0 0.0
0.0 -0.1 0.0
-0.2 0.0 0.1

***

Record 4
C28H48BN6OOsS5 as an isolated structure at a distorted geometry. Source: the Open Molecules 2025 dataset; level of theory: ωB97M-V/def2-TZVPD.

Computed properties:
HOMO energy (alpha / beta) ... -13.3615 / -13.2143 eV
Spin multiplicity ... 2
Total charge ... +2
Total energy ... -3605.63238 hartree
Gap between HOMO and LUMO (alpha / beta) ... 7.00 / 5.86 eV

Each line ends with the Mulliken charge.
Element x y z (Å)
Os -0.043 0.099 -0.319  1.336
C -1.912 -5.197 -0.375  -1.457
C -2.956 -4.082 -0.315  1.068
C -4.353 -4.638 -0.040  -1.545
C -2.968 -3.342 -1.644  -2.059
N -2.591 -3.202 0.860  0.739
C -2.517 -3.762 2.119  -0.442
C -2.169 -2.788 2.984  -1.174
N -2.027 -1.625 2.267  0.175
B -1.585 -0.325 2.977  0.380
N -2.291 0.950 2.407  0.369
C -3.608 1.152 2.760  -1.351
C -4.049 2.259 2.130  -0.261
N -2.998 2.759 1.389  0.439
C -1.941 1.941 1.563  0.091
S -0.353 2.129 0.870  -0.339
C -3.080 3.990 0.523  1.206
C -2.035 5.005 0.983  -1.450
C -2.891 3.579 -0.936  -1.262
C -4.465 4.611 0.685  -2.227
N -0.032 -0.223 3.050  0.447
C 0.486 0.523 4.072  -1.276
C 1.826 0.378 4.058  -0.374
N 2.144 -0.449 3.009  0.589
C 0.994 -0.787 2.372  0.108
S 0.877 -1.695 0.866  -0.308
C 3.591 -0.844 2.832  1.315
C 4.360 0.452 2.576  -1.540
C 3.825 -1.829 1.694  -2.373
C 4.043 -1.505 4.136  -1.614
C -2.276 -1.897 0.982  0.205
S -2.150 -0.725 -0.309  -0.526
H -2.103 -5.812 -1.253  0.464
H -1.949 -5.850 0.496  0.401
H -0.907 -4.782 -0.458  0.294
H -4.646 -5.282 -0.868  0.452
H -5.084 -3.832 0.040  0.374
H -4.391 -5.234 0.871  0.395
H -3.247 -4.070 -2.405  0.569
H -1.988 -2.945 -1.907  0.376
H -3.702 -2.539 -1.670  0.453
H -2.727 -4.800 2.294  0.593
H -2.027 -2.817 4.050  0.651
H -1.976 -0.421 4.103  -0.155
H -4.117 0.494 3.441  0.649
H -5.009 2.733 2.168  0.581
H -1.017 4.656 0.832  0.241
H -2.172 5.247 2.037  0.395
H -2.165 5.921 0.407  0.495
H -1.917 3.124 -1.111  0.063
H -2.965 4.468 -1.562  0.510
H -3.670 2.881 -1.244  0.374
H -4.662 4.914 1.713  0.505
H -5.259 3.947 0.340  0.492
H -4.500 5.507 0.068  0.458
H -0.145 1.068 4.752  0.684
H 2.569 0.784 4.716  0.614
H 3.927 0.979 1.726  0.233
H 5.401 0.217 2.359  0.487
H 4.347 1.113 3.442  0.417
H 3.610 -1.401 0.718  0.456
H 3.242 -2.741 1.812  0.524
H 4.879 -2.104 1.730  0.595
H 3.968 -0.841 4.995  0.396
H 5.088 -1.794 4.037  0.468
H 3.459 -2.404 4.339  0.392
C 5.451 -0.139 -2.653  -1.338
C 5.342 0.662 -1.360  -0.106
C 4.275 1.752 -1.398  -0.688
S 2.639 1.095 -1.821  0.361
O 1.911 1.023 -0.440  -1.023
C 1.908 2.476 -2.748  -0.945
C 1.375 3.652 -1.942  0.640
C 2.438 4.559 -1.334  -1.414
H 6.344 -0.761 -2.642  0.427
H 5.522 0.518 -3.523  0.322
H 4.594 -0.799 -2.799  0.311
H 6.288 1.170 -1.162  0.462
H 5.167 0.000 -0.513  -0.094
H 4.514 2.501 -2.152  0.569
H 4.142 2.255 -0.439  0.197
H 1.117 2.009 -3.337  0.479
H 2.698 2.774 -3.442  0.603
H 0.715 3.277 -1.160  -0.530
H 0.744 4.222 -2.627  0.511
H 2.914 4.101 -0.466  0.239
H 1.992 5.494 -0.999  0.439
H 3.215 4.811 -2.058  0.375
S 0.367 -1.143 -3.434  -0.221
C 0.122 -0.678 -1.974  0.639

Forces on atoms 1 to 6 (eV/Å):
0.6 0.0 0.6
0.0 0.0 0.0
0.0 -0.1 -0.1
0.0 0.0 0.0
0.0 0.0 0.0
0.0 0.1 0.0

***

Record 5
A 12-piece molecular cluster, C6H35NO12 overall at a distorted geometry. Source: the Open Molecules 2025 dataset; level of theory: ωB97M-V/def2-TZVPD.

Computed properties:
HOMO energy ... -7.9864 eV
SMILES string ... N/C=C/CCCCO.O.O.O.O.O.O.O.O.O.O.O
Total energy ... -1207.13726 hartree
Gap between HOMO and LUMO ... 8.17 eV

Each line ends with the Mulliken charge.
Element x y z (Å)
C 1.035 -1.131 -1.161  0.461
O 1.897 -2.004 -1.938  -0.664
C 1.958 -0.020 -0.456  -0.003
C 2.309 -0.378 0.945  -0.509
C 1.013 -0.023 1.880  0.046
N -0.691 3.212 2.441  -0.443
C 0.140 2.098 2.726  -1.393
C 0.351 1.271 1.700  2.012
H 0.462 -0.721 -2.015  -0.219
H 0.372 -1.641 -0.438  -0.047
H 2.238 -2.691 -1.376  0.338
H 2.744 0.297 -1.097  0.483
H 1.294 0.821 -0.446  -0.133
H 3.197 0.262 1.250  0.327
H 2.377 -1.452 1.236  -0.079
H 1.473 0.000 2.976  0.340
H 0.291 -0.777 1.503  -0.466
H -1.087 3.148 1.531  0.190
H -1.363 3.575 3.136  0.256
H 0.207 1.966 3.744  0.507
H -0.165 1.542 0.831  -0.535
H -3.403 -2.450 1.759  0.306
H -2.290 -1.931 0.828  0.277
O -2.544 -2.094 1.762  -0.688
H 3.230 3.285 0.626  0.342
H 1.641 3.561 0.872  0.408
O 2.498 3.946 0.508  -0.757
H 0.496 -3.794 3.035  0.231
H -0.652 -3.256 2.044  0.296
O 0.314 -3.283 2.255  -0.563
H -2.586 1.363 1.901  0.328
H -3.211 0.041 2.048  0.343
O -3.371 0.904 1.778  -0.675
H 1.531 2.823 -2.145  0.282
H 1.590 3.206 -0.771  0.191
O 0.999 2.688 -1.358  -0.441
H -2.164 2.847 -0.568  0.316
H -1.562 1.464 -0.140  0.112
O -1.370 2.361 -0.355  -0.745
H 1.414 -3.439 0.889  0.430
H 2.989 -3.555 1.137  0.240
O 2.310 -3.712 0.604  -0.631
H 0.061 1.164 -2.908  0.243
H -0.989 1.785 -2.040  0.437
O -0.844 1.317 -2.900  -0.826
H -1.453 -1.658 -3.187  0.362
H -1.730 -0.160 -3.110  0.456
O -2.172 -1.060 -2.923  -0.767
H -2.194 -0.433 -1.333  0.316
H -3.251 0.065 -0.315  0.291
O -2.305 -0.233 -0.336  -0.549
H 0.854 -2.581 -3.371  0.403
H -0.285 -3.374 -3.172  0.295
O 0.077 -2.916 -3.826  -0.731

Forces on atoms 1 to 6 (eV/Å):
2.1 1.1 -1.2
-0.7 0.0 0.1
-2.8 -1.9 -0.9
-0.8 1.1 2.3
2.7 -0.3 0.2
0.0 0.9 1.3

***

Record 6
A 2-piece molecular cluster, CCl3F2N overall at a distorted geometry. Source: the Open Molecules 2025 dataset; level of theory: ωB97M-V/def2-TZVPD.

Computed properties:
HOMO energy ... -10.8604 eV
SMILES string ... F/N=C(/F)Cl.ClCl
Total energy ... -1673.03712 hartree
Gap between HOMO and LUMO ... 9.62 eV

Each line ends with the Mulliken charge.
Element x y z (Å)
C -0.017 0.067 0.824  0.516
N -0.505 0.537 -0.237  -0.120
F 1.084 -0.654 0.764  -0.142
F -1.700 1.242 -0.203  -0.151
Cl 0.455 -3.259 -2.104  -0.015
Cl -0.860 0.065 2.315  -0.088
Cl -0.206 -1.432 -2.734  0.000

Forces on atoms 1 to 6 (eV/Å):
-2.0 -0.1 0.4
1.0 0.3 -1.5
-0.4 0.6 0.0
0.8 -0.7 1.1
-0.3 0.9 -0.3
0.5 0.0 0.1